[1]
Entry from the OMol25 dataset: a gas-phase ion, C13H16N (charge +1) (the ωB97M-V functional and the def2-TZVPD basis).

net charge = +1
2S+1 = 1
orbital gap = 9.336 eV
LUMO = -3.149 eV
relative energy (zero: lowest compared OMol25 entry of this formula, charge and spin) = 171.3 kJ/mol
SMILES = C#CC[C@@]1([NH3+])c2ccccc2C[C@@H]1C
strongest force on any atom = 4.63 eV/Å

Cartesian coordinates (Å):
C -0.662 0.398 3.628
C -0.893 0.915 2.545
C -1.269 1.376 1.163
C -0.141 0.926 0.168
N 1.161 1.538 0.647
C 0.095 -0.590 0.211
C 0.764 -1.452 1.172
C 0.767 -2.853 0.962
C 0.204 -3.293 -0.304
C -0.412 -2.476 -1.211
C -0.492 -1.117 -0.925
C -1.072 -0.015 -1.819
C -0.441 1.351 -1.271
C 0.905 1.714 -2.077
H -0.710 -0.050 4.577
H -2.151 0.892 0.839
H -1.384 2.395 1.086
H 1.979 0.999 0.253
H 1.217 1.353 1.697
H 1.117 2.610 0.496
H 1.442 -1.069 1.936
H 1.296 -3.534 1.557
H 0.089 -4.355 -0.390
H -0.909 -2.918 -2.045
H -0.990 -0.325 -2.841
H -2.223 0.080 -1.728
H -1.064 2.179 -1.411
H 1.672 0.900 -1.822
H 1.388 2.622 -1.945
H 0.717 1.797 -3.148

Cartesian forces (eV/Å) of the 3 atoms listed first:
-0.9 1.4 -2.7
-0.3 -0.6 1.1
2.7 -2.5 0.9

=====

[2]
Entry from the OMol25 dataset: a molecular structure, C47H46N3O3PRb (the ωB97M-V functional and the def2-TZVPD basis).

net charge = -1
2S+1 = 1
orbital gap = 5.392 eV
LUMO = 1.871 eV
relative energy (zero: lowest compared OMol25 entry of this formula, charge and spin) = 0.0 kJ/mol
strongest force on any atom = 0.21 eV/Å

Cartesian coordinates (Å):
Rb 1.317 -0.864 -0.180
C 4.460 0.970 0.170
O 4.275 -0.420 0.034
C 5.072 -1.184 0.897
C 4.749 -2.638 0.634
O 3.426 -2.972 0.993
C 3.231 -3.385 2.334
C 2.294 -2.471 3.086
O 1.049 -2.459 2.429
C -0.022 -2.104 3.276
H 5.493 1.256 -0.062
H 4.210 1.305 1.183
H 3.789 1.453 -0.540
H 4.869 -0.924 1.948
H 6.141 -1.003 0.703
H 5.470 -3.281 1.155
H 4.835 -2.821 -0.438
H 4.187 -3.424 2.872
H 2.805 -4.392 2.310
H 2.697 -1.452 3.144
H 2.185 -2.860 4.109
H -0.151 -2.851 4.070
H -0.920 -2.080 2.661
H 0.143 -1.121 3.733
C -3.642 -0.135 -3.970
C -4.575 -0.057 -2.944
C -4.159 -0.144 -1.622
C -2.810 -0.300 -1.313
C -1.888 -0.403 -2.351
C -2.298 -0.318 -3.673
P -2.232 -0.397 0.428
C -3.238 0.961 1.205
C -3.409 0.929 2.598
C -3.991 1.983 3.284
C -4.390 3.127 2.602
C -4.194 3.194 1.230
C -3.629 2.126 0.542
C -3.144 -1.876 1.017
C -4.350 -1.949 1.663
C -4.873 -3.217 2.016
C -4.194 -4.363 1.713
C -2.952 -4.316 1.027
C -2.221 -5.465 0.662
C -1.047 -5.323 -0.033
C -0.556 -4.040 -0.378
C -1.197 -2.858 -0.052
C -2.419 -3.050 0.665
H -3.968 -0.073 -5.002
H -5.627 0.062 -3.174
H -4.889 -0.099 -0.821
H -0.854 -0.630 -2.132
H -1.559 -0.414 -4.459
H -3.086 0.050 3.146
H -4.128 1.917 4.358
H -4.843 3.954 3.134
H -4.491 4.084 0.686
H -3.493 2.199 -0.530
H -4.915 -1.057 1.906
H -5.827 -3.270 2.528
H -4.608 -5.330 1.982
H -2.596 -6.450 0.923
H -0.491 -6.212 -0.315
H 0.387 -4.007 -0.925
C 1.084 -2.291 -5.161
C 0.811 -1.153 -5.917
C 1.015 0.087 -5.336
C 1.471 0.181 -4.011
C 1.752 -0.934 -3.191
C 1.534 -2.162 -3.853
C 1.688 1.554 -3.472
C 2.154 2.582 -4.359
C 2.368 3.841 -3.909
C 2.129 4.138 -2.543
C 2.333 5.417 -1.981
C 2.115 5.636 -0.648
C 1.686 4.571 0.172
C 1.475 3.326 -0.352
C 1.690 3.072 -1.730
N 1.476 1.810 -2.198
H 0.929 -3.273 -5.598
H 0.435 -1.233 -6.931
H 0.776 0.977 -5.912
H 1.715 -3.090 -3.310
H 2.363 2.322 -5.387
H 2.734 4.620 -4.570
H 2.671 6.222 -2.625
H 2.276 6.617 -0.220
H 1.538 4.740 1.231
H 1.162 2.498 0.271
C -0.829 3.414 2.804
N 0.383 2.624 2.918
C 1.578 3.015 3.466
C 2.426 1.958 3.303
N 1.781 0.926 2.668
C 0.557 1.361 2.463
H -0.595 4.393 2.387
H -1.307 3.534 3.776
H -1.521 2.906 2.137
H 1.715 3.987 3.909
H 3.459 1.884 3.603
H -0.236 0.816 1.964

Cartesian forces (eV/Å) of the 3 atoms listed first:
0.0 -0.2 0.0
0.0 0.0 0.0
0.0 0.1 0.0

=====

[3]
Entry from the OMol25 dataset: a molecular structure, C7H12O (the ωB97M-V functional and the def2-TZVPD basis).

2S+1 = 1
orbital gap = 8.346 eV
LUMO = -0.043 eV
relative energy (zero: lowest compared OMol25 entry of this formula, charge and spin) = 365.2 kJ/mol
strongest force on any atom = 4.75 eV/Å

Cartesian coordinates (Å):
C 0.111 0.650 -1.091
C -0.678 -1.526 -0.182
C 1.233 0.870 -2.023
C -1.261 -1.896 1.167
C 0.347 -0.327 -0.001
C -0.191 1.405 0.601
C 0.525 1.804 1.651
O 1.471 -0.642 0.486
H -0.897 0.726 -1.499
H -0.111 -2.359 -0.607
H -1.466 -1.312 -0.907
H -1.107 1.956 0.394
H 2.034 0.123 -1.934
H 0.930 0.807 -3.070
H 1.713 1.824 -1.760
H -0.466 -2.102 1.886
H -1.880 -1.087 1.562
H -1.884 -2.789 1.062
H 1.349 1.209 2.027
H 0.226 2.666 2.239

Cartesian forces (eV/Å) of the 3 atoms listed first:
0.3 -0.9 3.0
-0.2 0.9 1.6
1.5 1.2 0.2

=====

[4]
Entry from the OMol25 dataset: C5H9N3O in the gas phase (the ωB97M-V functional and the def2-TZVPD basis).

2S+1 = 1
orbital gap = 9.921 eV
LUMO = 0.877 eV
relative energy (zero: lowest compared OMol25 entry of this formula, charge and spin) = 160.7 kJ/mol
SMILES = [H]/N=C(\NC(=C)C)C(N)=O
strongest force on any atom = 6.21 eV/Å

Cartesian coordinates (Å):
H -0.063 2.048 0.399
N -0.928 1.540 0.256
C -0.864 0.293 0.178
N -0.022 -0.679 -0.091
C 1.572 -0.386 0.050
C 2.268 -1.015 0.985
C 2.149 0.542 -0.969
C -2.422 -0.533 0.070
N -3.395 0.360 -0.140
O -2.557 -1.728 0.212
H -0.287 -1.586 0.280
H 1.797 -1.592 1.766
H 3.349 -0.984 0.999
H 1.557 1.448 -1.080
H 2.168 0.039 -1.938
H 3.178 0.812 -0.725
H -4.366 0.087 -0.113
H -3.134 1.334 -0.139

Cartesian forces (eV/Å) of the 3 atoms listed first:
0.2 -0.1 -0.2
0.1 0.8 0.6
-4.9 -1.6 -1.0

=====

[5]
Entry from the OMol25 dataset: a molecular structure, C24H68N6O14P2S5V (the ωB97M-V functional and the def2-TZVPD basis).

2S+1 = 2
orbital gap (alpha / beta) = 7.580 / 7.578 eV
LUMO (alpha / beta) = -0.031 / -0.033 eV
⟨S²⟩ = 0.774
strongest force on any atom = 4.52 eV/Å

Cartesian coordinates (Å):
O -0.261 0.446 -1.431
V -0.228 -0.119 -2.875
O 3.951 -1.224 -1.697
C 3.119 -1.008 -2.741
O 3.518 -1.339 -3.881
O 1.965 -0.523 -2.573
H 4.732 -1.615 -2.110
O -0.873 -1.708 -6.931
C 0.092 -1.306 -6.051
O -0.230 -1.155 -4.836
O 1.262 -1.238 -6.461
H -0.274 -1.906 -7.674
O 2.223 1.921 4.016
P 3.228 1.163 3.256
N 3.172 1.458 1.595
C 4.165 1.041 0.624
C 1.842 1.582 0.978
N 3.127 -0.543 3.372
C 4.043 -1.443 2.694
C 2.558 -1.046 4.617
N 4.813 1.540 3.659
C 5.415 0.842 4.808
C 5.254 2.935 3.486
H 5.167 1.263 1.008
H 4.106 1.648 -0.279
H 4.137 -0.030 0.445
H 1.113 1.782 1.761
H 1.606 0.664 0.439
H 1.841 2.448 0.316
H 4.156 -2.411 3.173
H 3.801 -1.584 1.638
H 4.981 -0.872 2.671
H 2.178 -2.065 4.648
H 3.101 -0.750 5.522
H 1.644 -0.463 4.794
H 4.701 0.670 5.613
H 5.808 -0.114 4.453
H 6.309 1.351 5.164
H 4.907 3.302 2.518
H 6.341 2.993 3.478
H 4.787 3.613 4.203
O -3.833 -1.830 4.350
P -2.616 -1.456 3.591
N -2.751 -1.831 1.956
C -1.697 -1.743 0.967
C -4.082 -1.934 1.389
N -1.192 -2.200 4.109
C -0.804 -1.993 5.523
C -0.615 -3.334 3.395
N -2.255 0.209 3.647
C -0.944 0.698 3.251
C -2.919 0.894 4.743
H -0.685 -2.091 1.154
H -1.521 -0.706 0.651
H -2.006 -2.259 0.056
H -4.463 -0.949 1.096
H -4.776 -2.254 2.168
H -4.089 -2.649 0.569
H -1.599 -2.415 6.146
H 0.081 -2.558 5.805
H -0.731 -0.938 5.779
H 0.189 -3.000 2.736
H -0.129 -4.021 4.092
H -1.383 -3.889 2.860
H -0.229 0.662 4.077
H -0.501 0.161 2.414
H -1.043 1.717 2.871
H -2.519 0.725 5.753
H -3.957 0.583 4.866
H -2.974 1.985 4.689
C 1.641 -3.696 -0.613
S 0.241 -3.694 -1.775
O -0.114 -2.228 -1.773
C 1.141 -4.087 -3.323
H 2.325 -2.945 -1.013
H 2.149 -4.658 -0.685
H 1.231 -3.408 0.348
H 1.604 -5.054 -3.129
H 1.816 -3.247 -3.506
H 0.463 -4.213 -4.165
C -4.822 -1.495 -2.311
S -3.439 -1.369 -3.456
O -2.227 -0.913 -2.684
C -3.117 -3.166 -3.712
H -5.141 -0.500 -2.011
H -4.585 -2.148 -1.477
H -5.637 -1.947 -2.883
H -2.176 -3.308 -4.247
H -3.888 -3.551 -4.378
H -2.955 -3.647 -2.748
C -3.063 3.562 1.647
S -2.794 3.174 -0.117
O -1.401 2.657 -0.306
C -3.835 1.701 -0.311
H -2.201 4.076 2.074
H -3.078 2.633 2.224
H -3.965 4.139 1.841
H -3.140 0.857 -0.362
H -4.310 1.627 -1.293
H -4.624 1.550 0.426
C 0.746 3.628 -2.197
S 1.629 2.686 -3.448
O 0.687 1.582 -3.842
C 1.539 3.830 -4.851
H -0.295 3.836 -2.439
H 1.279 4.565 -2.034
H 0.760 2.983 -1.322
H 2.226 3.461 -5.612
H 1.964 4.803 -4.590
H 0.540 4.043 -5.226
C -2.245 1.800 -6.114
S -2.857 1.895 -4.394
O -1.753 1.367 -3.529
C -2.824 3.701 -4.321
H -2.212 0.773 -6.484
H -1.249 2.230 -6.226
H -2.835 2.268 -6.908
H -3.596 4.127 -4.958
H -1.798 3.929 -4.602
H -3.052 4.004 -3.298

Cartesian forces (eV/Å) of the 3 atoms listed first:
-0.1 -0.1 -0.6
2.5 0.1 -0.1
0.0 0.1 1.2

=====

[6]
Entry from the OMol25 dataset: a gas-phase ion, C7H14NOS (charge +1) (the ωB97M-V functional and the def2-TZVPD basis).

net charge = +1
2S+1 = 1
orbital gap = 7.938 eV
LUMO = -5.171 eV
relative energy (zero: lowest compared OMol25 entry of this formula, charge and spin) = 92.3 kJ/mol
SMILES = C[C@H]1SC[N+](C)=C[C@]1(C)O
strongest force on any atom = 6.12 eV/Å

Cartesian coordinates (Å):
C -0.212 -1.843 -1.507
C 0.760 -1.253 -0.456
S 1.691 0.129 -1.313
C 1.413 1.421 -0.122
N 0.033 1.649 0.047
C -0.552 2.880 -0.452
C -0.727 0.594 0.407
C 0.002 -0.664 0.742
C -1.114 -1.654 1.284
O 0.982 -0.440 1.817
H -0.864 -2.632 -1.080
H -0.752 -0.919 -1.782
H 0.311 -2.257 -2.361
H 1.589 -1.989 -0.233
H 1.837 1.134 0.943
H 1.799 2.316 -0.524
H -0.319 3.738 0.311
H -1.640 2.871 -0.685
H -0.044 2.927 -1.491
H -1.753 0.750 0.247
H -1.583 -2.083 0.412
H -1.628 -0.925 1.883
H -0.696 -2.444 1.900
H 1.468 -1.306 2.012

Cartesian forces (eV/Å) of the 3 atoms listed first:
0.1 0.7 0.8
1.0 -0.2 -1.7
0.0 -0.7 -0.1

=====

[7]
Entry from the OMol25 dataset: a molecular structure, C39H26BrFeGeN4O4S2 (the ωB97M-V functional and the def2-TZVPD basis).

net charge = -2
2S+1 = 2
orbital gap (alpha / beta) = 4.993 / 4.984 eV
LUMO (alpha / beta) = 3.481 / 3.481 eV
relative energy (zero: lowest compared OMol25 entry of this formula, charge and spin) = 32.2 kJ/mol
⟨S²⟩ = 0.785
strongest force on any atom = 0.60 eV/Å

Cartesian coordinates (Å):
Fe -0.028 -0.139 -0.024
O 0.311 0.748 1.823
C -0.224 1.751 2.273
C -1.502 2.302 1.861
C -2.058 3.272 2.683
C -3.282 3.829 2.383
C -3.970 3.451 1.208
C -3.441 2.522 0.374
C -2.185 1.855 0.658
O -1.752 0.965 -0.112
N -3.860 4.803 3.271
O -3.244 5.120 4.286
O -4.936 5.310 2.958
H 0.278 2.298 3.093
H -1.536 3.587 3.578
H -4.924 3.914 0.996
H -3.960 2.208 -0.521
S -0.240 -0.873 -2.245
C 1.135 -1.907 -2.455
C 1.309 -2.589 -3.665
C 2.397 -3.414 -3.915
C 2.508 -4.073 -5.188
N 2.577 -4.592 -6.214
C 3.366 -3.586 -2.915
C 3.204 -2.929 -1.703
C 2.117 -2.090 -1.436
S 1.992 -1.317 0.111
C 4.521 -4.416 -3.124
N 5.454 -5.071 -3.290
H 0.560 -2.461 -4.437
H 3.948 -3.065 -0.928
C -1.035 -1.636 0.697
Ge -1.994 -1.630 2.327
C -2.485 -3.446 2.951
C -3.216 -3.641 4.123
C -3.557 -4.914 4.561
C -3.168 -6.026 3.824
C -2.439 -5.853 2.657
C -2.102 -4.573 2.227
C -0.881 -0.925 3.799
C 0.425 -1.426 3.806
C 1.359 -0.998 4.738
C 1.012 -0.047 5.688
C -0.274 0.470 5.695
C -1.206 0.033 4.759
C -3.768 -0.745 2.177
C -4.439 -1.018 0.979
C -5.712 -0.525 0.731
C -6.347 0.273 1.672
C -5.698 0.572 2.859
C -4.426 0.063 3.105
H -1.302 -2.466 0.035
H -3.528 -2.781 4.708
H -4.125 -5.040 5.475
H -3.430 -7.022 4.161
H -2.129 -6.715 2.078
H -1.525 -4.444 1.318
H 0.728 -2.126 3.035
H 2.367 -1.394 4.707
H 1.744 0.300 6.408
H -0.554 1.224 6.423
H -2.191 0.474 4.782
H -3.939 -1.610 0.220
H -6.202 -0.752 -0.209
H -7.335 0.673 1.475
H -6.175 1.208 3.594
H -3.961 0.306 4.047
Br 2.887 5.543 -2.244
C 2.088 3.926 -1.645
C 0.789 3.632 -2.009
C 0.250 2.439 -1.545
N 0.926 1.594 -0.768
C 2.183 1.890 -0.439
C 2.813 3.057 -0.857
H 0.208 4.294 -2.634
H -0.754 2.136 -1.807
H 2.694 1.148 0.162
H 3.835 3.262 -0.574

Cartesian forces (eV/Å) of the 3 atoms listed first:
-0.1 -0.1 0.2
0.4 0.3 -0.3
-0.3 -0.1 -0.1

=====

[8]
Entry from the OMol25 dataset: 2 unconnected molecules or ions with the total composition C6H11NO (the ωB97M-V functional and the def2-TZVPD basis).

2S+1 = 1
orbital gap = 9.782 eV
LUMO = 0.741 eV
relative energy (zero: lowest compared OMol25 entry of this formula, charge and spin) = 427.7 kJ/mol
SMILES = C=C=C(C)C.C=NO
strongest force on any atom = 1.35 eV/Å

Cartesian coordinates (Å):
C -3.630 1.929 -0.162
C -2.926 0.837 -0.178
C -2.541 -0.419 -0.136
C -2.848 -1.387 -1.242
C -1.781 -0.964 1.039
H -4.629 1.981 0.244
H -3.251 2.852 -0.576
H -1.940 -1.609 -1.802
H -3.592 -0.987 -1.929
H -3.244 -2.325 -0.853
H -1.779 -0.253 1.863
H -2.232 -1.886 1.407
H -0.751 -1.171 0.750
C 6.644 0.872 0.537
N 5.470 0.442 0.720
O 4.687 0.317 -0.451
H 7.023 1.295 -0.390
H 7.357 0.740 1.333
H 3.962 -0.263 -0.174

Cartesian forces (eV/Å) of the 3 atoms listed first:
0.4 0.6 -0.3
-0.7 -1.2 0.1
-0.2 0.4 0.3

=====

[9]
Entry from the OMol25 dataset: 2 unconnected molecules or ions with the total composition CHF2IO (the ωB97M-V functional and the def2-TZVPD basis).

2S+1 = 1
orbital gap = 10.371 eV
LUMO = 0.177 eV
relative energy (zero: lowest compared OMol25 entry of this formula, charge and spin) = 23.3 kJ/mol
SMILES = O=C(F)F.I
strongest force on any atom = 3.64 eV/Å

Cartesian coordinates (Å):
O -1.591 -0.273 -1.196
C -1.760 0.195 -0.150
F -1.914 -0.282 1.049
F -1.878 1.578 -0.039
I 3.029 0.007 0.362
H 4.114 -1.224 -0.026

Cartesian forces (eV/Å) of the 3 atoms listed first:
0.2 -1.4 -0.1
-0.5 3.6 0.1
0.2 -0.5 -0.3

=====

[10]
Entry from the OMol25 dataset: 2 unconnected molecules or ions with the total composition C14H26Cl2N7O (the ωB97M-V functional and the def2-TZVPD basis).

net charge = +1
2S+1 = 1
orbital gap = 5.579 eV
LUMO = -5.643 eV
strongest force on any atom = 6.26 eV/Å

Cartesian coordinates (Å):
C 2.842 1.688 2.229
C 1.252 1.709 1.877
O 0.841 0.627 1.007
C 0.803 0.986 -0.375
C -0.608 1.495 -0.920
C -1.847 1.335 0.076
N -1.786 2.265 1.265
N -2.170 -0.044 0.495
N -3.055 1.809 -0.707
N 1.827 2.065 -0.752
C 1.929 2.173 -2.224
N 1.568 3.356 -2.759
N 2.445 1.065 -3.046
C 1.508 -0.088 -2.739
C 1.329 -0.336 -1.177
C 0.450 -1.650 -0.821
C -0.666 -1.962 -1.783
C -1.530 -3.215 -1.566
C -1.111 -3.958 -0.297
C 0.036 -3.416 0.547
N 0.886 -2.299 0.361
H 3.363 2.502 1.628
H 3.278 0.665 1.929
H 2.947 1.894 3.343
H 0.886 2.745 1.562
H 0.737 1.510 2.891
H -0.906 0.963 -1.901
H -0.565 2.614 -1.203
H -1.458 1.743 2.089
H -2.729 2.622 1.457
H -1.436 -0.490 1.053
H -2.516 -0.633 -0.268
H -2.981 2.839 -0.673
H -3.899 1.558 -0.158
H 2.733 1.613 -0.492
H 0.865 3.473 -3.504
H 2.096 4.183 -2.420
H 3.412 0.847 -2.760
H 1.928 -0.998 -3.284
H 0.522 0.174 -3.277
H 2.394 -0.508 -0.758
H -0.880 -1.287 -2.670
H -2.382 -3.565 -2.225
H -1.653 -4.907 0.012
H 0.272 -4.006 1.498
C -1.667 -3.831 3.963
Cl -1.794 -3.768 2.197
Cl -3.262 -3.892 4.721
H -1.108 -4.722 4.245
H -1.144 -2.942 4.311

Cartesian forces (eV/Å) of the 3 atoms listed first:
-0.9 0.0 -0.9
0.5 0.6 2.6
0.5 2.1 -1.5